The following is a quantum chemistry calculation of a cluster of 2 separate species, C12H12N2S in total, from OMol25.

Output
LUMO level (alpha / beta), eV: -0.51 / -0.51
HOMO-LUMO gap (alpha / beta), eV: 7.425 / 7.424
Multiplicity: 1
Total charge: 0
Energy above the lowest of the compared OMol25 structures with the same formula, charge and spin, kJ/mol: 431.54

Cartesian coordinates (Å):
C (-0.20418, 1.24667, -3.21852)
C (-1.06669, -1.09085, 2.53992)
C (0.14366, -1.30064, 3.21724)
C (-1.05390, -0.66061, 1.25798)
C (1.34676, -1.10180, 2.57931)
C (0.23324, -0.31847, 0.67701)
C (0.60068, 0.10109, -0.59287)
C (1.48954, -0.56200, 1.33075)
C (1.92370, 0.21291, -0.74104)
C (2.81468, 0.62752, -1.83637)
C (-1.34352, -1.03325, -2.65742)
C (-0.95722, 0.43144, -2.37227)
N (0.43848, 1.92318, -3.90435)
N (2.49539, -0.29275, 0.44180)
S (-2.12959, 1.47457, -1.46449)
H (-2.02467, -1.28634, 3.04505)
H (0.00651, -1.78296, 4.21813)
H (-1.84060, -0.38043, 0.71041)
H (2.25501, -1.47495, 3.04431)
H (2.48796, 1.43554, -2.34188)
H (3.79776, 0.95954, -1.55812)
H (2.94186, -0.16698, -2.50859)
H (-2.27491, -1.02620, -3.19094)
H (-0.72581, -1.56765, -3.25618)
H (-1.19306, -1.51191, -1.64795)
H (3.45077, -0.14110, 0.71637)
H (-3.01560, 0.50450, -1.52264)